Record 1
27
Properties=species:S:1:pos:R:3:nbo_charge:R:1 method="wB97M-V/def2-TZVPD" homo_energy_ev=-11.32 smiles=O.O.O.O.O.O.O.O.O total_energy_ev=-18719.0078 homo_lumo_gap_ev=11.4 e_lumo_ev=0.103 largest_force_ev_per_a=0.33
H 0.1315 0.3199 4.8799 0.470
O 2.6653 -4.6356 0.8836 -0.940
O -0.2033 -0.6622 -0.6786 -0.940
O -3.7391 -3.6875 -1.8438 -0.939
H -0.7683 0.0705 -0.4335 0.470
H -2.1384 0.8550 -4.9750 0.469
H -3.0546 -3.0249 -1.7511 0.471
H 4.3620 1.4899 4.4011 0.469
O -0.7359 -0.0831 4.8432 -0.936
O 6.0280 -1.2817 -0.1904 -0.936
H 0.5152 -0.6331 -0.0469 0.470
H 1.9729 -4.8039 1.5226 0.469
O -4.7600 2.8065 -1.3306 -0.940
H -0.9435 5.7210 0.0776 0.470
H -0.5655 -1.0005 4.6297 0.466
H -4.0387 3.3888 -1.0918 0.473
O -1.3513 5.5322 -0.7675 -0.940
H -1.3903 6.3802 -1.2099 0.470
H 5.1663 -1.6836 -0.0801 0.471
H -2.1539 -0.3013 -5.9521 0.467
H 2.4527 -5.2048 0.1439 0.472
O 3.9344 0.9833 3.7106 -0.938
H 6.5406 -1.6060 0.5501 0.465
O -2.4102 0.6165 -5.8613 -0.936
H -5.5417 3.3555 -1.2699 0.467
H 4.5763 0.3150 3.4707 0.469
H -4.5502 -3.2260 -1.6305 0.468

---

Record 2
27
Properties=species:S:1:pos:R:3:nbo_charge:R:1 method="wB97M-V/def2-TZVPD" homo_energy_ev=-9.42 smiles=O.O.O.O.O.O.O.O.O total_energy_ev=-18717.5052 homo_lumo_gap_ev=8.9 e_lumo_ev=-0.499 largest_force_ev_per_a=8.97
H -1.6532 -3.2629 0.7122 0.487
O -2.5270 -1.1450 -1.8641 -1.013
O 0.8125 -1.6895 -2.7084 -0.935
H -2.2737 -1.4809 -1.0025 0.519
H -0.6193 2.9907 0.0407 0.493
O 3.0873 0.4925 -0.0994 -0.999
O -0.5455 2.2020 0.7547 -0.936
H -0.5738 -0.9235 3.4177 0.493
O -0.6519 1.6094 -2.5072 -0.971
H -0.1715 0.4026 -0.3822 0.511
H 0.4233 -0.7242 0.7024 0.494
H 0.2811 -1.4397 -2.0436 0.474
H -0.6041 0.7145 -2.9727 0.510
H -0.8111 2.6455 1.4631 0.459
H 2.7625 1.1647 0.6508 0.478
O 0.3959 -0.3348 -0.1894 -1.009
H 1.8448 2.0796 2.6950 0.478
H 1.4270 -2.2393 -2.3124 0.459
H 0.6678 -1.8125 3.0733 0.472
H 1.3635 2.1960 1.2380 0.497
O 2.1940 2.1378 1.7094 -0.939
O -1.6857 -2.3284 0.6194 -0.989
H -2.9869 -0.2556 -2.0269 0.480
H -1.5574 1.8981 -2.4106 0.464
H 2.3331 0.1317 -0.4177 0.466
H -1.0949 -1.7972 1.1970 0.503
O 0.1633 -1.2316 2.6630 -0.946

---

Record 3
27
Properties=species:S:1:pos:R:3:nbo_charge:R:1 method="wB97M-V/def2-TZVPD" homo_energy_ev=-11.10 smiles=O.O.O.O.O.O.O.O.O total_energy_ev=-18718.9770 homo_lumo_gap_ev=11.3 e_lumo_ev=0.244 largest_force_ev_per_a=1.91
H 3.4415 1.4338 2.6141 0.466
H -0.9923 -0.8688 -0.4623 0.488
H -0.4212 2.4033 -3.7679 0.473
O 3.7799 -0.5250 0.2089 -0.943
H 3.9036 -1.3877 -0.2025 0.455
H 3.4081 1.8558 1.1544 0.482
O 1.4097 -5.3915 1.6423 -0.936
O 3.4094 1.0754 1.7200 -0.945
O 1.5055 2.7630 -0.9567 -0.954
H 0.5150 -1.0195 -0.5867 0.466
H 3.9155 -0.6916 1.1485 0.486
O -2.5068 -0.8720 -1.9496 -0.957
O -5.8221 -1.6950 -0.6465 -0.937
H -1.0721 2.8725 -2.4770 0.468
H -0.3832 2.5919 2.5638 0.473
H 1.8745 1.9331 -0.6343 0.478
H -0.4350 3.7148 3.5868 0.465
O -1.0586 2.1344 -3.0968 -0.939
H -3.0339 -1.4708 -2.4905 0.475
O -0.9888 3.2214 2.9713 -0.937
H 0.6009 2.5379 -1.2020 0.474
H 0.7346 -5.8192 2.1811 0.469
H -5.1213 -2.2939 -0.3651 0.466
H 1.3027 -4.4529 1.8339 0.468
O -0.1681 -0.3817 -0.3509 -0.959
H -5.9650 -1.1256 0.1179 0.471
H -1.8326 -0.5420 -2.5542 0.486

---

Record 4
27
Properties=species:S:1:pos:R:3:nbo_charge:R:1 method="wB97M-V/def2-TZVPD" homo_energy_ev=-11.17 smiles=O.O.O.O.O.O.O.O.O total_energy_ev=-18720.9345 homo_lumo_gap_ev=11.5 e_lumo_ev=0.371 largest_force_ev_per_a=5.14
H -1.1992 -0.9950 -1.4367 0.519
H 2.0543 1.1492 -1.4902 0.510
O 1.5828 -0.0653 1.8262 -0.995
H -0.9726 1.2565 -1.0391 0.509
H -2.6621 -0.5485 0.3105 0.513
O -0.2978 -2.1968 1.3003 -1.034
O -0.5208 2.1240 -0.7909 -1.008
O -0.5024 1.5120 1.6377 -1.030
O -2.4468 -0.6125 1.3079 -0.996
H -1.1101 -1.5670 1.4135 0.513
H 0.9261 -0.7972 1.8194 0.502
H -0.1168 -2.4222 -0.5033 0.501
H -0.6145 2.3727 2.0326 0.483
O -1.8644 -0.2805 -1.3552 -1.013
H -2.4442 -0.2975 -2.1794 0.495
H 1.9918 -0.2068 0.3304 0.520
H -0.3871 1.7419 0.6285 0.507
H 0.8893 -1.5303 -1.2475 0.501
H 2.2224 2.0700 -2.7755 0.480
O 0.1240 -2.1513 -1.4072 -1.005
H -0.3880 -2.7694 2.2362 0.490
H 2.8860 -0.8108 -0.8493 0.484
H 0.3065 2.2526 -1.3723 0.518
H -1.9159 0.2046 1.5039 0.509
O 1.8334 2.0688 -1.7600 -0.971
H 0.9814 0.7467 1.9306 0.513
O 2.0360 -0.3797 -0.6729 -1.015